1.
Entry from the OMol25 dataset: 2 unconnected molecules or ions with the total composition C2H4ClNO in a non-equilibrium geometry (ωB97M-V with the def2-TZVPD basis set).

```
! RIJCOSX wB97M-V def2-TZVPD def2/J DEFGRID3
* xyz 0 1
C 3.57270 0.18564 0.68560
C 0.18130 0.04686 -0.36841
N 0.29021 -1.05508 0.58132
O 3.39577 1.28758 0.46508
Cl 0.61343 -2.47367 -0.36884
H 1.16599 -0.84187 1.21832
H -0.18848 0.99098 0.31267
H 1.19208 0.31320 -0.92505
H -0.70499 -0.28503 -1.04904
*
```

Properties
E (hartree): -668.71571
M (g/mol): 93.5

=====

2.
Entry from the OMol25 dataset: a molecular structure, C28H28F17GaN5 in a non-equilibrium geometry (ωB97M-V with the def2-TZVPD basis set).

```
! RIJCOSX wB97M-V def2-TZVPD def2/J DEFGRID3
* xyz -1 1
F 2.37847 3.70005 -1.62126
C 3.12098 2.76153 -2.14805
F 4.39375 3.07052 -2.03308
F 2.88613 2.68809 -3.44411
C 2.91520 1.39186 -1.44491
F 3.85146 0.56365 -1.86531
F 3.15986 1.61806 -0.14723
C 1.46465 0.81469 -1.54359
F 0.74431 1.33526 -2.52768
F 0.83579 1.19061 -0.40990
C 1.37844 -0.75694 -1.51098
F 1.91955 -1.13693 -0.37734
F 0.04624 -0.99475 -1.37816
C 1.84749 -1.47828 -2.80151
F 0.75673 -2.05022 -3.34005
F 2.24567 -0.59608 -3.72210
C 2.95574 -2.59751 -2.73960
F 2.72172 -3.30434 -3.88162
F 4.14687 -2.09441 -2.97464
C 2.85690 -3.62653 -1.58548
F 3.09683 -4.83389 -2.11736
F 1.51792 -3.66309 -1.29282
C 3.70255 -3.52021 -0.25978
F 2.78959 -3.57068 0.77421
F 4.39302 -4.70016 -0.14699
Ga 5.03090 -2.00724 0.17426
H 4.29506 -0.66694 0.68792
H 6.00334 -1.59440 -1.04066
H 5.95985 -2.49899 1.38915
N -2.79200 -3.74771 -1.44333
C -1.54822 -4.14366 -1.02514
C -1.70199 -5.25821 -0.24602
C -3.09232 -5.54996 -0.19434
C -3.73808 -4.60227 -0.94448
H -2.98131 -2.95369 -2.02902
H -0.66872 -3.59869 -1.31584
H -0.90619 -5.80404 0.23327
H -3.56378 -6.36351 0.33261
H -4.78302 -4.46225 -1.16575
N -2.78208 -0.36605 0.15552
C -3.01301 0.98192 0.22168
C -4.01708 1.19186 1.12952
C -4.40283 -0.07941 1.63432
C -3.62096 -1.01947 1.01614
H -2.09759 -0.80746 -0.43338
H -2.44498 1.67125 -0.38108
H -4.42818 2.14982 1.40313
H -5.16595 -0.28014 2.36822
H -3.58818 -2.09274 1.11241
N -2.92682 -1.26172 -4.08311
C -1.83337 -1.88798 -4.62555
C -2.23614 -2.50276 -5.78084
C -3.62305 -2.23505 -5.94489
C -4.01973 -1.46576 -4.88402
H -2.92686 -0.73178 -3.22951
H -0.87054 -1.83997 -4.13965
H -1.60644 -3.08080 -6.43688
H -4.25607 -2.56908 -6.75073
H -4.97927 -1.04767 -4.62948
N 1.36142 2.26616 2.67347
C 0.52031 2.11363 3.73993
C 1.12634 2.66929 4.83649
C 2.38180 3.18219 4.41120
C 2.49455 2.91838 3.07010
H 1.17663 1.94634 1.73854
H -0.43279 1.62390 3.62719
H 0.71676 2.70509 5.83214
H 3.11642 3.68550 5.01874
H 3.28139 3.13630 2.36777
N -0.08888 5.87211 4.95880
C -0.29855 7.22261 4.98107
C -1.29871 7.48042 5.88265
C -1.70368 6.23373 6.42854
C -0.93587 5.26205 5.83938
H 0.58748 5.39724 4.38238
H 0.27900 7.88197 4.35511
H -1.69444 8.45362 6.12414
H -2.46964 6.06851 7.16865
H -0.91982 4.19521 5.96861
*
```

Properties
E (hartree): -4980.00382
M (g/mol): 827.3